{"formula": "C16H33N4O6V", "method": "ωB97M-V with the def2-TZVPD basis set", "species": ["V", "C", "C", "O", "O", "H", "H", "H", "C", "O", "N", "C", "C", "H", "H", "H", "H", "H", "H", "H", "C", "O", "N", "C", "C", "H", "H", "H", "H", "H", "H", "H", "C", "O", "N", "C", "C", "H", "H", "H", "H", "H", "H", "H", "C", "C", "O", "C", "H", "H", "H", "H", "H", "H", "C", "C", "N", "H", "H", "H"], "coordinates": [[0.915, -1.777, 2.520], [-0.620, -0.393, -1.118], [-0.002, -1.163, 0.056], [1.233, -1.287, 0.201], [-0.622, -1.797, 0.937], [-0.704, 0.679, -0.939], [-1.593, -0.738, -1.469], [-0.024, -0.506, -2.024], [4.395, -1.285, 3.248], [3.262, -1.650, 2.907], [5.214, -0.536, 2.517], [6.628, -0.203, 2.965], [4.803, 0.070, 1.274], [4.760, -1.534, 4.257], [6.944, -0.532, 3.955], [6.550, 0.882, 3.034], [7.359, -0.571, 2.244], [4.995, 1.139, 1.185], [5.337, -0.361, 0.427], [3.739, -0.081, 1.094], [-0.150, 1.399, 3.453], [0.401, 0.373, 3.096], [-0.253, 2.516, 2.697], [-0.991, 3.686, 3.084], [0.197, 2.552, 1.352], [-0.498, 1.518, 4.491], [-1.642, 4.239, 2.406], [-0.343, 4.420, 3.563], [-1.659, 3.492, 3.924], [0.928, 1.791, 1.081], [-0.695, 2.386, 0.749], [0.458, 3.562, 1.034], [-4.777, 4.515, -2.858], [-4.133, 5.103, -3.752], [-4.483, 3.384, -2.247], [-5.431, 2.910, -1.309], [-3.353, 2.538, -2.641], [-5.724, 4.951, -2.504], [-6.263, 3.498, -0.922], [-4.879, 2.608, -0.419], [-5.858, 1.958, -1.626], [-2.830, 3.010, -3.473], [-2.631, 2.264, -1.871], [-3.721, 1.619, -3.096], [2.552, -2.896, -2.892], [1.197, -3.517, -3.167], [0.736, -3.662, -4.300], [0.566, -4.319, -2.034], [2.563, -2.297, -1.981], [2.847, -2.285, -3.746], [3.208, -3.742, -2.688], [1.195, -5.209, -2.012], [-0.435, -4.724, -2.181], [0.440, -3.791, -1.089], [-3.192, -3.260, -1.136], [-3.221, -4.539, -0.468], [-3.165, -5.531, 0.091], [-2.604, -2.582, -0.518], [-4.208, -2.884, -1.262], [-2.711, -3.409, -2.103]], "mulliken_charge": [1.0896, -1.0032, 1.8036, -0.6294, -0.9895, 0.0139, 0.2967, 0.3531, 0.0977, -0.6330, 0.1134, -0.8615, -0.7053, 0.3449, 0.3136, 0.3563, 0.2965, 0.3264, 0.3363, 0.0530, 0.0431, -0.5389, 0.1753, -1.0415, -1.0178, 0.3448, 0.3689, 0.3672, 0.3636, 0.2210, 0.3688, 0.4141, 0.1604, -0.6018, 0.1496, -0.9272, -0.7499, 0.2823, 0.3290, 0.2813, 0.3419, 0.3267, 0.0739, 0.3511, -0.9618, 0.8910, -0.5744, -0.8839, 0.1593, 0.2934, 0.3458, 0.3788, 0.2438, 0.0713, -0.3027, 0.2408, -0.4158, -0.1841, 0.3796, 0.2597], "total_charge": 1, "spin_multiplicity": 4, "homo_energy_ev": [-11.2507, -11.2507], "homo_lumo_gap_ev": [7.27, 7.35]}



{"formula": "C16H33NO16S", "method": "ωB97M-V with the def2-TZVPD basis set", "species": ["C", "N", "C", "C", "O", "C", "O", "S", "O", "O", "H", "H", "H", "H", "H", "H", "H", "H", "H", "C", "O", "C", "O", "O", "C", "H", "H", "H", "H", "H", "H", "C", "O", "C", "O", "O", "C", "H", "H", "H", "H", "H", "H", "C", "O", "C", "O", "O", "C", "H", "H", "H", "H", "H", "H", "C", "O", "C", "O", "O", "C", "H", "H", "H", "H", "H", "H"], "coordinates": [[6.431, -3.986, 0.327], [5.802, -3.345, -0.818], [6.751, -2.621, -1.659], [5.003, -4.255, -1.580], [5.460, -5.118, -2.310], [3.505, -4.034, -1.447], [3.135, -4.371, -0.105], [1.595, -4.026, 0.338], [0.711, -4.914, -0.358], [1.338, -2.594, -0.429], [5.694, -4.248, 1.077], [7.044, -4.853, 0.069], [7.086, -3.254, 0.791], [6.209, -2.195, -2.496], [7.198, -1.827, -1.076], [7.536, -3.267, -2.056], [3.326, -2.985, -1.659], [3.015, -4.648, -2.196], [1.757, -1.938, 0.147], [-0.985, 3.081, -3.027], [-0.483, 1.888, -2.420], [-1.237, 0.805, -2.641], [-2.254, 0.777, -3.279], [-0.661, -0.223, -2.028], [-1.360, -1.466, -2.176], [-0.289, 3.877, -2.775], [-1.026, 2.974, -4.109], [-1.969, 3.328, -2.634], [-1.415, -1.754, -3.224], [-2.358, -1.401, -1.748], [-0.793, -2.216, -1.635], [2.432, 5.996, 2.953], [2.601, 4.963, 1.979], [1.463, 4.437, 1.537], [0.356, 4.761, 1.888], [1.753, 3.497, 0.646], [0.609, 2.839, 0.085], [3.428, 6.333, 3.225], [1.872, 6.831, 2.536], [1.930, 5.611, 3.839], [-0.020, 3.551, -0.441], [0.040, 2.333, 0.864], [0.977, 2.102, -0.616], [-3.243, 5.147, 7.616], [-3.080, 5.806, 6.361], [-2.714, 4.998, 5.363], [-2.524, 3.813, 5.455], [-2.598, 5.727, 4.261], [-2.205, 4.982, 3.097], [-3.538, 5.909, 8.331], [-4.024, 4.391, 7.556], [-2.307, 4.696, 7.938], [-2.954, 4.225, 2.864], [-1.242, 4.527, 3.246], [-2.143, 5.688, 2.276], [-4.169, -6.638, -2.323], [-4.009, -5.220, -2.253], [-4.890, -4.532, -2.978], [-5.768, -4.997, -3.653], [-4.625, -3.236, -2.822], [-5.493, -2.362, -3.547], [-3.395, -7.068, -1.694], [-5.145, -6.934, -1.944], [-4.038, -6.990, -3.344], [-6.523, -2.483, -3.217], [-5.414, -2.544, -4.617], [-5.164, -1.350, -3.331]], "mulliken_charge": [-0.9393, 0.1073, -0.9867, 0.2144, -0.5612, -0.2233, -0.2197, 0.5209, -0.4822, -0.3515, 0.2283, 0.3587, 0.3637, 0.3174, 0.3579, 0.3594, 0.2848, 0.3639, 0.3161, -0.7844, -0.2608, 0.7048, -0.5530, -0.1916, -0.5908, 0.2315, 0.3414, 0.3558, 0.3072, 0.2886, 0.1243, -0.6215, -0.3381, 0.7739, -0.5532, -0.3140, -0.5008, 0.2124, 0.2857, 0.2964, 0.1140, 0.2968, 0.2940, -0.6312, -0.3230, 0.7784, -0.5425, -0.3340, -0.5155, 0.2171, 0.2920, 0.2897, 0.3233, 0.3120, 0.1784, -0.6551, -0.2720, 0.7472, -0.5436, -0.2311, -0.6799, 0.2140, 0.2960, 0.2981, 0.3207, 0.3275, 0.1859], "total_charge": 0, "homo_energy_ev": -9.4079, "homo_lumo_gap_ev": 9.53}



{"formula": "C16H33NTa", "method": "ωB97M-V with the def2-TZVPD basis set", "species": ["Ta", "C", "C", "C", "C", "C", "C", "C", "C", "C", "C", "C", "C", "N", "C", "C", "C", "C", "H", "H", "H", "H", "H", "H", "H", "H", "H", "H", "H", "H", "H", "H", "H", "H", "H", "H", "H", "H", "H", "H", "H", "H", "H", "H", "H", "H", "H", "H", "H", "H", "H"], "coordinates": [[-3.254, -5.121, 1.007], [-1.582, -3.541, 1.260], [-1.145, -3.060, -0.212], [-2.113, -1.891, -0.706], [-1.574, -0.480, -0.186], [-1.618, 0.663, -1.271], [-2.174, 2.054, -0.771], [-1.685, 2.501, 0.659], [-0.352, 3.358, 0.652], [0.937, 2.418, 0.720], [2.123, 3.071, 1.540], [3.554, 2.488, 1.177], [3.550, 0.958, 0.780], [3.277, 0.770, -0.664], [2.404, -0.217, -1.119], [2.302, -0.139, -2.578], [3.209, 0.996, -2.930], [3.799, 1.518, -1.717], [-4.405, -3.953, 1.901], [-2.846, -5.957, 2.614], [-2.099, -6.293, 0.111], [-3.686, -4.329, -0.629], [-4.724, -6.235, 0.733], [-1.877, -2.656, 1.898], [-0.675, -3.999, 1.745], [-1.266, -3.953, -0.892], [-0.075, -2.710, -0.221], [-3.107, -2.114, -0.234], [-2.198, -1.844, -1.822], [-0.515, -0.590, 0.196], [-2.198, -0.228, 0.719], [-2.331, 0.306, -2.075], [-0.627, 0.773, -1.802], [-1.803, 2.832, -1.501], [-3.297, 2.111, -0.821], [-1.586, 1.677, 1.408], [-2.485, 3.192, 1.067], [-0.375, 3.986, 1.585], [-0.303, 4.068, -0.224], [0.660, 1.472, 1.260], [1.221, 2.235, -0.354], [1.935, 2.871, 2.638], [2.115, 4.197, 1.445], [4.198, 2.620, 2.095], [3.994, 3.158, 0.395], [2.711, 0.475, 1.350], [4.530, 0.515, 1.089], [1.872, -0.950, -0.475], [1.682, -0.748, -3.267], [3.379, 1.376, -3.966], [4.524, 2.349, -1.609]], "mulliken_charge": [0.7851, -1.2775, -0.0816, -0.5265, 0.0675, -0.6826, -0.8505, -0.5816, -0.9719, 0.3457, -0.9775, -0.5821, -0.6470, 0.2660, -0.3404, -0.5107, -0.5510, -0.3419, -0.2836, -0.2295, -0.3098, -0.2488, -0.1485, 0.2399, 0.2642, 0.3161, -0.0686, 0.1582, 0.2971, -0.0689, 0.2877, 0.5221, 0.1087, 0.3268, 0.3107, 0.3435, 0.3582, 0.3988, 0.3195, 0.2144, -0.0113, 0.2998, 0.3423, 0.3197, 0.2694, 0.3044, 0.3711, 0.4054, 0.4182, 0.3441, 0.2873], "total_charge": -1, "homo_energy_ev": -4.7245, "homo_lumo_gap_ev": 7.18}



For each record above, in turn, the calculated F_max values are 4.2 1.6 3.9 eV/Å.